Below is C33H66MnN2O17 as an isolated structure in a non-equilibrium geometry, with properties calculated with wB97M-V/def2-TZVPD.

```
119
Properties=species:S:1:pos:R:3:forces:R:3
Mn -1.772349 -0.190531 -1.710059 0.0 0.4 0.0
N -0.085105 -0.809310 0.664383 0.6 1.4 -1.6
O -1.168818 -1.148918 0.086855 -0.8 -0.5 0.1
O 0.438419 -1.544283 1.458438 0.2 -0.9 1.2
O 0.439084 0.260007 0.301226 -0.2 0.0 0.2
N -1.846594 2.619174 -1.151274 0.1 -0.6 -0.2
O -0.942378 2.363641 -1.970830 -0.5 -0.6 0.2
O -1.972145 3.736862 -0.699200 -0.5 0.2 0.4
O -2.648678 1.655093 -0.794188 0.9 0.6 -0.4
C -1.400528 -4.058560 2.853797 2.0 -0.2 1.9
C -2.596258 -3.212489 2.934617 -2.6 0.2 -0.2
O -3.605741 -3.341799 2.228993 1.7 0.0 0.5
C -2.611932 -2.203590 4.061313 -0.3 0.4 -0.6
H -0.514570 -3.508153 3.267372 -0.6 -0.1 -0.9
H -1.192899 -4.468177 1.899565 0.1 -0.2 -1.0
H -1.378369 -4.891912 3.592928 -0.8 0.3 -0.4
H -3.534843 -1.638987 4.066240 -0.5 -0.2 -0.1
H -1.851185 -1.440388 3.873024 0.5 -0.4 0.5
H -2.556435 -2.749625 5.002010 0.6 0.3 0.2
C 1.991697 6.220445 -1.806314 0.1 0.1 1.8
C 1.949034 4.692047 -1.739131 -0.8 0.9 0.1
O 2.054796 4.081115 -2.767897 0.7 -0.9 -1.0
C 1.440775 4.014921 -0.485208 -0.6 0.7 -2.0
H 1.001221 6.589798 -1.483601 0.2 -0.1 -0.5
H 2.331763 6.627859 -2.744245 -0.3 -0.2 -0.5
H 2.651294 6.652536 -1.037796 0.0 -0.3 0.0
H 1.725839 4.536339 0.378332 0.4 0.4 1.4
H 1.641067 2.961127 -0.513406 0.2 -0.4 0.2
H 0.357427 4.142077 -0.664575 0.2 -0.1 0.5
C 1.890733 -2.659609 -2.466461 0.7 0.7 0.0
C 1.958696 -3.898624 -1.631457 0.0 0.7 0.7
O 1.485471 -4.947323 -1.995326 -0.2 -0.4 -0.2
C 2.604430 -3.704211 -0.292966 -0.5 -0.2 0.4
H 1.065634 -1.988901 -2.238977 -0.3 -0.4 0.2
H 1.857465 -2.931914 -3.491473 -0.3 -0.3 -1.1
H 2.782335 -2.031824 -2.354487 0.0 -0.3 0.2
H 3.602640 -3.347579 -0.397723 1.0 0.3 -0.4
H 2.650815 -4.643145 0.261659 -0.3 0.2 0.1
H 2.117560 -2.865482 0.240691 -0.1 -0.6 0.0
C -3.957229 3.166004 2.008233 1.3 -0.6 -0.1
C -2.712964 3.110143 2.883414 -0.4 1.3 0.4
O -2.419658 4.053466 3.601057 -0.1 -0.6 -0.2
C -1.838050 1.919074 2.736758 1.4 -0.6 1.2
H -3.585962 3.394684 0.996338 -0.3 0.2 0.2
H -4.650792 3.899858 2.385039 -0.2 0.1 0.0
H -4.348935 2.155242 1.937717 -0.5 0.0 0.1
H -2.396027 0.974897 2.780306 0.1 0.2 0.0
H -0.947649 1.892945 3.459081 -1.6 0.2 -0.8
H -1.388866 1.997067 1.765387 0.2 -0.2 -0.8
C 3.784528 -3.450166 3.156681 -1.2 0.2 1.2
C 3.579206 -3.206757 4.712496 -0.1 -0.2 0.0
O 3.075897 -4.008223 5.485364 0.6 0.9 -1.3
C 4.092359 -1.819414 5.178377 -1.5 -0.4 -1.3
H 3.106294 -4.207565 2.792442 -0.7 -0.1 0.2
H 4.718292 -3.866810 2.837502 1.1 0.2 0.4
H 3.585086 -2.520872 2.620001 0.2 -0.1 0.0
H 3.760103 -1.076226 4.437786 0.5 -0.2 -0.1
H 5.152899 -1.930755 5.143784 0.9 0.4 0.2
H 3.698352 -1.427112 6.102895 0.1 -0.6 0.6
C -1.548250 -4.186716 -4.091590 -0.1 1.2 -1.8
C -1.651692 -3.540273 -2.806501 -0.6 1.0 1.4
O -1.596686 -2.342257 -2.604901 0.3 0.4 -0.4
C -1.941661 -4.521141 -1.758549 1.3 0.5 1.6
H -1.227306 -3.458700 -4.840134 0.2 -0.2 -0.1
H -2.599493 -4.427350 -4.312661 0.5 -0.7 -0.2
H -0.851428 -4.997085 -3.976341 -0.1 -0.7 -0.5
H -1.038124 -5.144405 -1.728003 -0.3 -0.2 0.4
H -2.767711 -5.094609 -2.037706 -1.2 -1.2 -0.6
H -2.165131 -4.076329 -0.793648 0.3 0.2 0.1
C -2.977764 0.510368 -6.013915 2.0 -0.1 -1.0
C -2.814350 1.091471 -4.656126 1.0 1.3 0.0
O -2.639870 0.382058 -3.692123 -0.1 -0.4 0.3
C -2.765110 2.627541 -4.506275 -1.7 -1.0 0.9
H -3.817678 0.914197 -6.531435 -0.7 0.2 -0.4
H -2.936654 -0.577804 -6.039271 -0.4 0.1 0.3
H -2.059638 0.824697 -6.617668 -1.1 -0.1 0.7
H -3.717096 2.780664 -3.916624 1.0 0.3 -0.3
H -2.907956 3.172163 -5.425185 0.3 0.0 -0.4
H -1.916292 2.975543 -3.900371 -0.3 -0.3 -0.3
C 0.835054 4.505163 4.665645 0.3 0.2 -1.6
C 1.733152 3.585392 3.860209 -0.3 0.5 -0.7
O 2.351771 3.986469 2.881479 -0.4 -0.8 1.0
C 1.746100 2.142910 4.333865 0.2 -0.9 -0.2
H 0.914223 4.328660 5.701580 0.3 0.0 1.3
H -0.176883 4.228104 4.407985 -0.6 -0.1 -0.2
H 0.972174 5.554526 4.374157 0.1 -0.3 0.3
H 2.576532 2.056662 5.019335 0.3 0.2 0.7
H 2.049432 1.404258 3.567937 -0.6 0.6 -0.1
H 0.842885 1.783561 4.885006 0.6 0.6 -0.6
C 6.125519 0.933996 0.165270 -0.9 -2.8 -0.8
C 4.914320 0.127877 0.747449 0.8 2.1 -0.5
O 5.004852 -1.004313 1.130579 0.0 -0.6 0.1
C 3.662340 0.952671 0.780546 -1.3 -0.6 1.9
H 5.763346 1.585089 -0.625793 0.2 -0.2 -0.4
H 6.881529 0.157403 -0.127682 -0.5 1.1 0.0
H 6.509784 1.582095 0.886091 0.7 0.9 1.5
H 3.755698 1.842684 1.428989 0.4 -0.2 -0.1
H 2.799405 0.383543 1.238890 0.8 0.5 -0.9
H 3.430852 1.367154 -0.180967 -0.2 0.0 -0.5
C 1.079769 0.841736 -4.829257 0.0 -0.5 1.1
C 1.187750 0.494403 -3.334277 -0.7 0.1 -0.7
O 0.178172 0.040894 -2.805835 0.9 0.1 -0.1
C 2.475678 0.736960 -2.639028 0.5 0.3 -1.5
H 0.219136 0.258100 -5.084980 -0.8 0.3 -0.7
H 1.879353 0.490181 -5.458489 0.7 -0.1 0.1
H 0.995748 1.917842 -4.962099 -0.3 0.1 0.0
H 2.494071 0.279227 -1.683021 0.0 -0.1 0.9
H 2.640664 1.832442 -2.653104 -0.2 -0.3 0.4
H 3.281342 0.337125 -3.290873 -0.3 0.1 0.4
C -4.830820 -0.432637 0.607254 2.7 -0.8 0.5
C -4.758770 -1.235327 -0.647447 -1.6 0.7 -0.6
O -3.906002 -1.047132 -1.504328 -0.1 -0.5 0.4
C -5.879436 -2.261561 -0.807502 1.1 -0.7 1.3
H -3.933485 -0.883641 1.161923 -1.0 0.5 -0.3
H -5.693913 -0.637242 1.227557 -0.2 0.4 -0.1
H -4.504337 0.601897 0.422210 -0.6 -0.2 0.1
H -5.750687 -2.895129 0.112287 -0.4 0.4 -0.6
H -5.673276 -2.910987 -1.625195 0.1 -0.4 -0.9
H -6.919404 -1.920277 -0.852848 0.5 0.4 0.2
```
Forces are in eV/Å.

Summary:
⟨S²⟩: 8.752
Relative energy (zero: lowest compared OMol25 entry of this formula, charge and spin): 0.444 eV
E_tot: -104393.786 eV
Spin multiplicity: 6
LUMO level (alpha / beta): 0.19 / 0.19 eV
HOMO (alpha / beta): -9.175 / -9.178 eV

---

Below is a 6-piece molecular cluster, C33H66N6O3 overall in a non-equilibrium geometry, with properties calculated with wB97M-V/def2-TZVPD.

```
108
Properties=species:S:1:pos:R:3:forces:R:3
C 2.329640 -4.094014 2.773801 0.3 -2.0 0.5
C 3.099445 -3.097338 1.981190 1.5 0.5 0.3
C 3.444164 -2.012507 2.985337 0.3 1.5 -0.6
C 4.445856 -3.618855 1.458171 0.0 -1.9 0.0
C 4.273900 -4.568480 0.244370 1.0 -0.5 1.0
C 3.595439 -3.878078 -0.885231 -1.8 2.0 0.9
C 2.143341 -3.329869 -0.402882 2.0 0.1 0.3
C 1.699822 -2.408300 -1.489277 -0.5 1.9 -0.5
C 1.081370 -4.376298 -0.188660 -1.0 -0.4 1.6
N 2.488152 -2.508354 0.793350 -0.3 0.5 -0.7
O 1.297609 -1.811538 1.130112 -1.0 -1.1 -0.3
H 2.282176 -5.033676 2.201382 -0.6 0.2 0.4
H 2.942645 -4.359073 3.667090 -0.4 0.2 -0.5
H 1.369043 -3.732349 3.151410 0.0 -0.2 -0.4
H 3.959920 -2.335809 3.880405 0.2 -0.6 0.0
H 4.092461 -1.265592 2.492829 -0.3 -0.1 0.2
H 2.562096 -1.505120 3.351872 -0.2 0.1 0.0
H 5.083991 -2.803843 1.135022 0.0 0.3 0.1
H 4.985566 -4.207753 2.252175 -0.5 0.7 -0.5
H 5.282177 -4.881623 -0.016321 0.2 0.0 -0.3
H 3.813732 -5.493149 0.591185 -0.5 -0.1 -0.2
H 3.451357 -4.382380 -1.829209 0.3 -0.5 -0.1
H 4.159065 -2.916634 -1.032899 -0.4 -0.9 -0.3
H 2.493709 -1.659748 -1.663359 -0.3 -0.2 -0.1
H 0.790886 -1.817914 -1.217411 0.7 -0.7 -0.2
H 1.503699 -2.948567 -2.421592 0.1 0.0 0.1
H 0.604542 -4.641817 -1.123756 0.2 -0.5 -0.2
H 0.218777 -4.080634 0.483755 1.0 0.4 -0.7
H 1.494296 -5.210770 0.377449 -0.1 -0.5 -0.6
H 1.598286 -1.106012 1.670773 0.4 1.5 0.7
C 1.172121 1.078307 -5.072366 0.8 -0.7 1.1
C -0.182001 1.421588 -4.513336 -1.4 -0.5 -0.4
C -1.054862 0.124518 -4.594271 0.5 0.0 0.2
C -0.082356 1.832613 -3.069753 1.1 0.6 0.0
C -1.374408 2.271441 -2.464309 -1.2 1.1 1.3
C -1.747118 3.556473 -3.242038 -0.2 1.2 0.0
C -1.939111 3.252277 -4.734487 -0.1 2.5 0.0
C -3.293857 2.577437 -4.846563 -0.8 0.2 -1.4
C -1.971179 4.642700 -5.514650 -0.4 -0.6 0.1
N -0.750494 2.553851 -5.265516 -0.5 -0.3 0.2
O -1.022018 2.102986 -6.572225 0.2 0.4 -0.6
H 1.847187 1.893964 -5.234396 0.0 0.9 -0.1
H 1.707916 0.436775 -4.338828 -0.4 0.1 -0.4
H 1.081335 0.544605 -5.987279 0.0 -0.5 -0.8
H -1.192191 -0.264133 -5.600398 0.1 0.3 -0.3
H -0.461850 -0.665087 -4.099861 -0.6 0.2 0.2
H -2.056405 0.255162 -4.162589 0.6 -0.4 0.2
H 0.368451 0.975851 -2.561547 0.2 0.3 0.3
H 0.563988 2.766433 -3.052907 -0.1 -1.3 0.3
H -2.210113 1.537753 -2.477302 0.6 0.2 -0.3
H -1.231478 2.469028 -1.367404 -0.1 0.1 -0.9
H -0.930903 4.320640 -3.190051 -0.4 -0.7 0.4
H -2.692242 4.123955 -2.966172 1.1 -0.9 0.2
H -4.172234 2.962060 -4.268823 1.2 0.1 -0.2
H -3.145830 1.568674 -4.601312 -0.4 -1.4 0.6
H -3.622246 2.567442 -5.892920 -0.1 0.1 0.0
H -1.001336 5.148257 -5.361492 -0.4 -0.3 -0.4
H -2.758549 5.304723 -5.114758 0.2 -0.3 0.1
H -2.225432 4.512468 -6.602907 0.6 0.0 1.0
H -1.825030 1.572181 -6.527340 -0.1 -0.2 0.0
C 0.859270 1.707680 5.237583 -0.6 1.9 0.7
C 0.159533 1.124793 4.030734 1.1 -1.3 0.0
C 0.016099 -0.360210 4.378907 -0.6 -0.1 -3.7
C -1.214840 1.647564 3.747011 -0.7 0.4 1.2
C -1.166779 3.015977 3.116738 -0.2 1.3 -0.8
C -0.513475 2.879022 1.734055 -0.2 -0.1 -0.3
C 0.922680 2.435027 1.909649 1.1 -0.6 0.2
C 1.533656 2.100963 0.545981 2.1 -1.1 0.7
C 1.729108 3.560217 2.604563 -0.7 -0.7 -1.1
N 0.901367 1.211919 2.738479 0.7 -0.9 -0.1
O 2.245157 0.665930 2.877373 -0.4 1.9 0.8
H 1.027798 2.785764 5.127401 -0.1 -0.1 0.2
H 0.253204 1.567633 6.155613 0.1 0.0 -0.6
H 1.812076 1.281795 5.478400 0.6 -0.6 -0.2
H 0.903632 -0.773095 4.741684 1.3 -0.6 1.0
H -0.835989 -0.591600 4.967032 -0.6 -0.1 0.8
H -0.124632 -0.845735 3.361080 -0.1 0.1 1.2
H -1.698566 0.920114 3.080969 -0.1 0.3 0.1
H -1.735786 1.625013 4.733044 0.0 0.2 -0.7
H -2.119884 3.507052 2.960230 -0.6 -0.5 0.1
H -0.633828 3.803502 3.701279 -0.2 -0.9 -0.1
H -0.449262 3.844929 1.192261 -0.4 -0.4 0.2
H -1.070920 2.123401 1.097846 0.5 0.9 0.7
H 1.651142 3.030124 0.010431 -0.3 0.1 -0.6
H 1.031493 1.287677 0.016801 -0.5 0.5 -0.1
H 2.591722 1.664699 0.639901 -1.3 0.8 0.2
H 1.135307 3.792750 3.439078 -0.1 0.6 1.3
H 1.742433 4.436946 1.979830 0.3 0.4 -0.4
H 2.724304 3.277345 2.898673 0.5 0.0 0.0
H 2.782652 1.375983 3.348456 -0.8 -1.2 -0.7
C -5.220519 1.683954 -1.130933 -0.4 0.0 0.6
C -4.358994 1.733538 0.020394 -0.8 0.3 -1.2
N -3.712564 1.809029 0.946074 1.3 0.0 1.8
H -5.723294 2.621314 -1.294790 -0.3 0.3 0.1
H -5.887727 0.859816 -0.961805 -0.7 -0.2 -0.1
H -4.667866 1.430978 -1.986679 0.9 -0.3 -1.2
C -3.610163 -4.988617 3.944876 -1.6 -3.0 -0.3
C -2.370700 -4.324311 4.143243 -0.2 -0.1 0.1
N -1.381958 -3.805994 4.365685 1.1 0.6 0.1
H -3.883379 -5.682907 4.786236 0.7 0.7 -0.5
H -3.631592 -5.672580 3.043541 0.3 1.0 0.8
H -4.470578 -4.358093 3.877456 -0.3 0.8 -0.2
C -1.574955 -1.224597 -0.182971 -1.4 1.2 0.3
C -2.853497 -1.098278 -0.947088 1.1 -0.2 0.8
N -3.790544 -0.906493 -1.580493 -0.1 -0.2 -0.1
H -0.903707 -0.531189 -0.634898 0.8 0.3 -0.7
H -1.149779 -2.199176 -0.142505 0.1 -0.7 -0.1
H -1.651770 -0.808418 0.830298 -0.5 -0.4 -0.1
```
Forces are in eV/Å.

Summary:
E_tot: -50368.949 eV
LUMO level: 0.49 eV
HOMO: -7.997 eV